No. 1
C5H13N2O2 | ωB97M-V/def2-TZVPD

Values from the calculation:
Energy relative to the best compared isomer or geometry (same formula, charge and spin)   20.96 kcal/mol
LUMO level   4.02 eV
Orbital gap   7.481 eV
E_HOMO   -3.5 eV
DFT total energy   -12470.305 eV

The geometry in ORCA input format:
```
! RIJCOSX wB97M-V def2-TZVPD def2/J DEFGRID3
* xyz -1 1
O -0.30 -0.17 1.49
O -2.65 -1.42 1.28
N -0.10 -1.81 -0.71
N 2.03 1.78 1.10
C 0.91 1.37 0.13
C -0.36 -0.28 -2.58
C -0.37 1.11 1.01
C 1.25 0.18 -0.82
C 0.13 -0.66 -1.40
H 0.82 2.17 -0.59
H 1.75 1.46 2.01
H 1.83 -0.52 -0.12
H -0.07 -1.65 0.31
H 2.00 0.53 -1.52
H -1.95 -0.84 1.72
H -3.07 -0.71 0.78
H 2.84 1.33 0.70
H -0.35 0.69 -3.00
H -0.74 -1.00 -3.25
H -0.24 1.85 1.82
H -1.28 1.32 0.45
H -0.89 -2.38 -0.96
*
```

---

No. 2
C33H23Cl3N4O4RuS2 | ωB97M-V/def2-TZVPD

Values from the calculation:
Energy relative to the best compared isomer or geometry (same formula, charge and spin)   0.00 kcal/mol
LUMO level   -0.83 eV
Orbital gap   7.022 eV
E_HOMO   -7.8 eV
DFT total energy   -110561.106 eV

The geometry in ORCA input format:
```
! RIJCOSX wB97M-V def2-TZVPD def2/J DEFGRID3
* xyz 0 1
Ru 1.43 1.36 1.68
Cl -3.27 -1.97 0.11
Cl 0.69 3.40 -6.72
Cl -1.39 2.02 -1.98
S -5.43 -0.09 -0.68
S 4.39 -0.22 3.45
O -2.26 -1.78 -3.86
O 4.88 -1.46 2.93
O 3.74 -0.21 4.73
O 3.33 2.45 1.17
N -6.19 -4.23 4.91
N 0.59 -0.84 -1.71
N 3.45 0.54 2.33
N 1.26 0.44 -0.09
C 5.31 2.00 2.52
C -3.26 -2.47 -3.10
C -4.26 -1.27 -1.10
C -3.20 -0.61 3.86
C -1.46 -0.90 -3.09
C -0.87 1.53 -3.57
C 3.98 1.69 1.93
C 1.72 -0.20 -2.16
C -0.97 0.21 -3.99
C 6.86 1.06 4.11
C 2.14 0.59 -1.14
C 0.34 -0.42 -0.46
C 0.25 2.68 1.31
C -3.08 -3.37 3.58
C 6.12 3.10 2.31
C -2.02 -2.58 3.15
C -0.99 -0.38 2.80
C -5.89 0.08 -2.32
C 5.67 1.01 3.41
C -0.55 -0.10 -5.28
C -4.20 -2.77 4.14
C 7.32 3.17 3.01
C -2.07 -1.19 3.28
C -0.29 -1.69 -2.50
C -4.22 -1.53 -2.44
C -5.17 -0.73 -3.14
C -0.04 0.87 -6.13
C -0.06 0.28 2.38
C 0.05 2.17 -5.68
C -4.26 -1.38 4.29
C -5.31 -3.58 4.57
C -0.37 2.52 -4.40
C 7.68 2.16 3.90
H -2.81 -3.13 -2.36
H 0.65 3.64 0.95
H -0.83 2.67 1.44
H -0.49 -0.74 0.14
H 2.99 1.25 -1.07
H -0.65 -2.50 -1.86
H -3.78 -3.09 -3.84
H 0.30 -2.13 -3.30
H -5.30 -0.76 -4.21
H -3.04 -4.44 3.48
H 8.62 2.23 4.43
H 0.28 0.62 -7.13
H -0.64 -1.12 -5.62
H 7.98 4.01 2.86
H -6.66 0.78 -2.59
H -0.30 3.54 -4.06
H 5.82 3.88 1.62
H 7.14 0.27 4.81
H -3.24 0.47 3.96
H -1.14 -3.04 2.72
H -5.13 -0.93 4.73
H -2.04 -0.47 -2.27
H 2.12 -0.37 -3.14
*
```

---

No. 3
C25H25N3O4 | ωB97M-V/def2-TZVPD

Values from the calculation:
Energy relative to the best compared isomer or geometry (same formula, charge and spin)   47.74 kcal/mol
LUMO level   0.64 eV
SMILES string   COc1ccc([C@@H]2[C@@H](C(=O)NCc3ccccn3)c3ccccc3C(=O)N2C)cc1OC
Orbital gap   8.944 eV
E_HOMO   -8.3 eV
DFT total energy   -38991.930 eV

The geometry in ORCA input format:
```
! RIJCOSX wB97M-V def2-TZVPD def2/J DEFGRID3
* xyz 0 1
O 0.49 1.91 -1.76
O -2.94 -1.08 -2.05
O 4.27 -2.81 0.04
O -4.22 -1.74 0.11
N 0.55 2.03 0.49
N 2.18 -1.97 0.17
N -2.35 2.06 1.71
C -0.82 -0.99 -0.88
C 4.05 -0.45 0.15
C 1.58 -3.28 0.19
C -3.56 1.52 1.74
C -2.32 -0.64 -3.24
C 3.24 0.62 -0.23
C -0.47 3.06 0.57
C 1.82 0.29 -0.61
C 5.89 1.06 0.48
C 3.76 1.90 -0.26
C 0.88 1.48 -0.69
C 1.36 -0.78 0.39
C -3.80 1.71 -0.62
C -2.54 2.28 -0.65
C 3.53 -1.85 0.12
C 5.08 2.12 0.11
C -2.88 -1.53 0.25
C -2.19 -1.19 -0.93
C -2.18 -1.62 1.44
C -4.95 -2.15 1.24
C -0.12 -1.07 0.32
C -4.33 1.34 0.60
C 5.38 -0.23 0.50
C -0.82 -1.37 1.48
C -1.85 2.45 0.55
H 1.58 -0.42 1.42
H 6.92 1.23 0.76
H 1.84 -0.16 -1.61
H 0.77 1.56 1.35
H -4.58 -3.10 1.64
H 5.98 -1.07 0.77
H -4.36 1.56 -1.53
H -2.69 -1.86 2.36
H -1.61 -1.38 -3.61
H -3.12 -0.51 -3.96
H -0.34 3.72 -0.29
H -2.08 2.58 -1.58
H 2.39 -4.00 0.03
H -0.30 -1.41 2.42
H -5.32 0.91 0.67
H 1.10 -3.48 1.15
H -3.91 1.24 2.72
H 0.84 -3.38 -0.60
H -5.97 -2.29 0.89
H -4.93 -1.39 2.03
H -0.29 -0.76 -1.79
H 5.48 3.12 0.09
H -1.80 0.31 -3.09
H 3.14 2.73 -0.56
H -0.33 3.62 1.50
*
```

---

No. 4
C19H32AsFeI2N4O | ωB97M-V/def2-TZVPD

Values from the calculation:
Energy relative to the best compared isomer or geometry (same formula, charge and spin)   48.17 kcal/mol
LUMO level (alpha / beta)   -6.24 / -8.31 eV
Orbital gap (alpha / beta)   7.530 / 5.861 eV
Expectation value of S²   0.782
E_HOMO (alpha / beta)   -13.8 / -14.2 eV
DFT total energy   -139642.731 eV

The geometry in ORCA input format:
```
! RIJCOSX wB97M-V def2-TZVPD def2/J DEFGRID3
* xyz 2 2
I 4.72 2.07 -5.54
I 5.14 -1.58 -0.86
As 1.73 -0.60 2.26
Fe 0.08 -0.20 -0.04
O 2.11 -0.55 -0.60
N -1.92 0.77 0.57
N 0.68 1.27 -1.89
N -1.04 -1.87 1.21
N -1.39 -0.84 -1.71
C 2.47 1.61 -3.48
C -2.47 0.03 1.72
C 2.67 0.03 -1.56
C 3.59 -2.84 2.70
C 3.35 0.51 2.35
C 2.97 1.99 2.46
C -0.06 2.12 -2.58
C -2.77 -0.36 -1.51
C 3.82 1.28 -3.83
C -2.81 0.86 -0.60
C 1.34 -0.75 4.20
C 1.64 2.49 -4.20
C 4.57 0.41 -3.06
C -2.43 -1.46 1.49
C 2.38 -2.42 1.87
C 1.92 1.01 -2.33
C 0.22 -1.72 4.56
C 0.37 2.73 -3.75
C 4.02 -0.21 -1.95
H -2.49 1.73 -1.17
H 2.28 -1.07 4.65
H 3.93 0.33 1.45
H -1.41 -1.82 -1.96
H -2.83 -1.96 2.38
H 3.86 2.61 2.48
H -0.30 3.39 -4.29
H -1.84 0.28 2.58
H 3.36 -2.88 3.76
H -0.76 -1.36 4.21
H 2.36 2.29 1.60
H 1.12 0.25 4.58
H -3.37 -1.17 -1.10
H -3.85 1.03 -0.30
H -0.98 -0.35 -2.50
H 0.39 -2.72 4.17
H -3.49 0.34 1.94
H 5.59 0.20 -3.33
H 4.44 -2.17 2.55
H 2.39 2.19 3.36
H 2.02 2.96 -5.10
H 1.55 -3.11 2.05
H -3.05 -1.74 0.66
H -3.24 -0.08 -2.46
H 3.94 0.20 3.22
H 2.61 -2.44 0.81
H 0.15 -1.81 5.65
H -1.76 1.72 0.88
H -0.55 -1.95 2.09
H 3.90 -3.84 2.39
H -1.03 -2.79 0.79
H -1.05 2.33 -2.19
*
```

---

No. 5
C7H17N | ωB97M-V/def2-TZVPD

Values from the calculation:
Energy relative to the best compared isomer or geometry (same formula, charge and spin)   66.08 kcal/mol
LUMO level   1.12 eV
SMILES string   CCCCN(C)CC
Orbital gap   9.372 eV
E_HOMO   -8.3 eV
DFT total energy   -9022.359 eV

The geometry in ORCA input format:
```
! RIJCOSX wB97M-V def2-TZVPD def2/J DEFGRID3
* xyz 0 1
N -0.08 0.66 -1.05
C 0.96 -1.89 1.62
C -1.48 1.04 -1.40
C 0.95 0.90 -2.12
C 0.09 -0.66 -0.42
C 0.70 -0.46 1.01
C 0.67 -1.83 3.13
C -1.58 2.53 -1.40
H 1.65 0.12 1.02
H -2.51 2.69 -0.96
H 1.85 0.31 -1.87
H 0.50 -1.57 -0.88
H 0.57 0.60 -3.11
H -0.02 -1.03 3.37
H -1.87 0.56 -2.25
H 1.98 -2.19 1.47
H 1.58 -1.70 3.72
H -0.05 -2.69 3.36
H -1.04 -1.15 -0.26
H 1.26 1.79 -2.05
H -0.01 0.09 1.57
H -0.77 2.90 -0.75
H -1.52 2.85 -2.42
H 0.31 -2.66 1.14
H -2.14 0.78 -0.49
*
```

---

No. 6
C20H35N5 | ωB97M-V/def2-TZVPD

Values from the calculation:
Energy relative to the best compared isomer or geometry (same formula, charge and spin)   0.00 kcal/mol
LUMO level   0.46 eV
SMILES string   CCCC#N.CCCC#N.CCCC#N.CCCC#N.CCCC#N
Orbital gap   11.744 eV
E_HOMO   -11.3 eV
DFT total energy   -28757.444 eV

The geometry in ORCA input format:
```
! RIJCOSX wB97M-V def2-TZVPD def2/J DEFGRID3
* xyz 0 1
N 0.55 2.73 -4.12
N -4.36 0.54 -4.35
N -2.33 0.56 0.72
N 5.21 -5.84 1.41
N 2.15 1.53 -0.92
C 0.73 -0.93 1.74
C -6.86 -0.19 -1.80
C 1.91 5.05 0.87
C 2.40 2.63 -1.12
C 4.59 -5.71 2.37
C -0.80 -0.88 -3.79
C 0.10 0.47 1.69
C 2.68 4.03 -1.38
C -1.26 0.53 1.15
C 3.80 -5.53 3.60
C 3.43 -4.05 3.75
C -0.45 -0.17 -2.47
C -4.48 0.79 -3.24
C -0.86 1.31 -2.45
C 1.69 4.94 -0.65
C -0.13 -1.98 2.43
C -5.50 0.01 -1.12
C 4.61 -3.08 3.76
C -4.66 1.08 -1.82
C -0.08 2.11 -3.39
H 5.15 -3.23 4.69
H 4.42 -5.84 4.44
H -3.68 1.15 -1.35
H 0.99 -1.22 0.72
H 2.67 4.18 -2.46
H 3.69 4.21 -1.01
H 2.93 5.37 1.07
H 1.16 5.70 1.32
H -5.19 2.03 -1.73
H 2.76 -3.81 2.91
H -0.93 -0.68 -1.63
H -1.07 -2.04 1.87
H -1.87 -0.83 -3.97
H 2.90 -6.14 3.59
H -0.70 1.72 -1.45
H 5.29 -3.22 2.93
H -0.36 -1.67 3.45
H -0.26 -0.40 -4.62
H -6.79 -0.60 -2.80
H 0.63 -0.21 -2.31
H 4.25 -2.05 3.74
H 0.71 1.06 1.00
H -1.92 1.41 -2.69
H 0.12 0.93 2.68
H 1.69 5.96 -1.03
H 2.80 -3.86 4.62
H -7.35 0.79 -1.86
H -4.98 -0.95 -1.06
H -5.63 0.28 -0.07
H 0.69 4.54 -0.85
H -7.52 -0.86 -1.24
H -0.47 -1.91 -3.69
H 0.34 -2.96 2.39
H 1.75 4.06 1.31
H 1.70 -0.83 2.22
*
```

---

No. 7
C28H38O27 | ωB97M-V/def2-TZVPD

Values from the calculation:
Energy relative to the best compared isomer or geometry (same formula, charge and spin)   0.00 kcal/mol
LUMO level   -0.29 eV
SMILES string   C[C@H]1COC(=O)O1.O=C1OCCO1.O=C1OCCO1.O=C1OCCO1.O=C1OCCO1.O=C1OCCO1.O=C1OCCO1.O=C1OCCO1.O=C1OCCO1
Orbital gap   10.309 eV
E_HOMO   -10.6 eV
DFT total energy   -84935.231 eV

The geometry in ORCA input format:
```
! RIJCOSX wB97M-V def2-TZVPD def2/J DEFGRID3
* xyz 0 1
O -3.09 2.00 5.15
O -6.36 3.53 0.18
O -0.73 -1.13 -0.27
O -4.64 2.54 -0.89
O 4.50 0.24 0.03
O 4.75 -6.11 1.03
O -0.81 0.57 -3.66
O -3.26 -1.70 5.25
O 1.76 4.28 -1.75
O -2.34 -2.55 3.41
O -4.25 4.31 0.40
O -2.67 -3.89 5.15
O -0.52 2.69 -4.33
O -2.83 -7.33 0.49
O 0.04 2.98 -1.11
O 0.10 -3.05 0.58
O 1.35 -1.18 0.52
O 4.88 2.21 -0.98
O 5.40 -4.35 -0.24
O -0.27 5.13 -1.55
O 1.06 1.16 -4.73
O -4.83 1.24 3.94
O -2.81 1.37 3.02
O 3.93 -4.06 1.42
O -0.79 -7.11 1.27
O -2.25 -8.34 2.44
O 3.57 2.14 0.81
C 1.97 5.68 -2.00
C 2.61 5.80 -3.37
C 4.69 -4.96 0.74
C -0.33 0.24 -0.11
C 0.23 -1.89 0.32
C 4.35 1.42 -0.03
C -2.12 -4.72 4.15
C -2.96 4.02 -0.16
C -5.20 3.48 -0.07
C 3.84 3.53 0.67
C -3.25 2.80 -1.06
C -3.54 1.58 4.14
C -1.65 -3.73 3.07
C 4.81 -3.06 -0.41
C 1.20 -0.24 -4.50
C 0.53 6.25 -1.97
C -4.94 0.51 2.73
C 4.27 -2.75 0.98
C 1.21 0.14 0.00
C -2.20 -6.39 -0.36
C -1.98 -7.69 1.49
C 0.49 4.03 -1.44
C -0.72 -6.60 -0.07
C -2.82 -2.62 4.66
C -0.11 1.58 -4.20
C 4.81 3.56 -0.55
C -0.06 -0.65 -3.75
C -3.64 0.81 1.99
H 2.10 5.16 -4.09
H -2.73 1.91 -0.71
H -0.59 0.85 -0.97
H -0.57 -3.58 3.15
H -1.29 -5.32 4.54
H -5.82 0.84 2.17
H -3.24 -0.11 1.57
H 5.76 3.98 -0.20
H -5.09 -0.55 2.92
H -2.52 -5.37 -0.12
H -0.29 -7.35 -0.73
H 5.06 -2.34 1.61
H -1.81 -4.04 2.04
H 2.14 -0.48 -3.98
H 3.64 5.47 -3.43
H -2.48 -6.60 -1.39
H -3.74 1.59 1.23
H 2.99 4.13 0.36
H 1.68 0.20 -0.98
H 4.05 -3.16 -1.19
H -2.66 4.92 -0.68
H -3.00 3.03 -2.10
H 4.37 3.94 1.53
H -0.05 -5.74 0.01
H 0.48 7.07 -1.25
H 0.19 6.53 -2.96
H -0.76 0.65 0.80
H 2.61 6.13 -1.24
H -2.27 3.71 0.62
H 4.41 4.11 -1.40
H 0.10 -1.05 -2.75
H 1.47 0.90 0.72
H 1.29 -0.77 -5.45
H -2.75 -5.51 3.73
H 2.57 6.82 -3.76
H 3.49 -2.01 0.88
H 5.53 -2.30 -0.71
H -0.65 -1.37 -4.31
*
```

---

No. 8
C7H8O | ωB97M-V/def2-TZVPD

Values from the calculation:
Energy relative to the best compared isomer or geometry (same formula, charge and spin)   144.83 kcal/mol
LUMO level (alpha / beta)   -0.78 / 0.30 eV
Orbital gap (alpha / beta)   7.553 / 8.846 eV
E_HOMO (alpha / beta)   -8.3 / -8.5 eV
DFT total energy   -9429.962 eV

The geometry in ORCA input format:
```
! RIJCOSX wB97M-V def2-TZVPD def2/J DEFGRID3
* xyz 0 1
O 1.27 -1.08 -0.35
C -1.00 -0.07 -0.59
C 0.39 0.01 -0.25
C 2.41 0.70 0.35
C 1.09 1.04 0.23
C -1.53 1.28 -0.42
C 2.50 -0.60 -0.12
C -1.70 -1.02 0.46
H -1.23 -1.95 0.39
H -2.29 1.56 0.22
H -1.30 -0.30 -1.69
H 3.30 -1.18 -0.23
H -0.85 2.08 -0.66
H -2.82 -0.98 0.44
H -1.53 -0.80 1.53
H 3.29 1.29 0.69
*
```